1.
C36H41BrN8O3STa | wB97M-V/def2-TZVPD

As for the charge: +3. The HOMO energy comes out at -16.34 eV. The relative energy (zero: lowest compared OMol25 entry of this formula, charge and spin) comes out at 0.00 kJ/mol. For the HOMO-LUMO gap, the calculation gives 7.15 eV.

CARTESIAN COORDINATES (ANGSTROEM)
1 Ta -0.27 0.03 -0.02
2 C 4.25 0.45 5.53
3 C 3.53 0.16 4.24
4 C 4.23 -0.03 3.05
5 C 3.57 -0.28 1.86
6 C 2.18 -0.37 1.83
7 N 1.45 -0.53 0.62
8 C 2.01 -1.17 -0.53
9 C 3.09 -0.60 -1.23
10 C 3.74 -1.31 -2.22
11 C 3.32 -2.59 -2.58
12 C 4.05 -3.36 -3.64
13 C 2.18 -3.12 -1.97
14 C 1.54 -2.42 -0.96
15 N 0.33 -2.93 -0.41
16 C -0.09 -4.20 -0.30
17 C -1.45 -4.19 -0.03
18 C -1.80 -2.84 -0.02
19 N -0.72 -2.08 -0.25
20 C 1.48 -0.26 3.03
21 C 2.15 0.04 4.21
22 N 0.08 -0.53 3.10
23 C -0.56 -1.02 4.18
24 C -1.89 -1.18 3.86
25 C -1.99 -0.78 2.54
26 N -0.80 -0.37 2.07
27 H 5.21 0.92 5.35
28 H 4.43 -0.48 6.07
29 H 3.66 1.10 6.17
30 H 5.31 0.05 3.05
31 H 4.15 -0.40 0.96
32 H 3.40 0.41 -0.98
33 H 4.58 -0.86 -2.72
34 H 5.10 -3.47 -3.36
35 H 4.02 -2.83 -4.59
36 H 3.63 -4.35 -3.78
37 H 1.78 -4.06 -2.31
38 H 0.59 -5.03 -0.41
39 H -2.09 -5.03 0.13
40 H -2.75 -2.37 0.15
41 H 1.58 0.18 5.12
42 H -0.02 -1.25 5.08
43 H -2.67 -1.56 4.50
44 H -2.85 -0.76 1.89
45 C -4.68 2.12 -0.85
46 C -4.50 0.86 -0.02
47 C -4.84 1.13 1.44
48 C -5.36 -0.28 -0.57
49 N -3.08 0.35 -0.15
50 N -2.07 1.32 0.21
51 H -5.72 2.42 -0.86
52 H -4.37 1.96 -1.89
53 H -4.12 2.97 -0.45
54 H -5.86 1.48 1.51
55 H -4.21 1.91 1.87
56 H -4.77 0.23 2.06
57 H -6.41 0.01 -0.54
58 H -5.24 -1.19 0.02
59 H -5.11 -0.49 -1.61
60 H -2.95 0.19 -1.15
61 H -2.20 1.63 1.19
62 H -2.09 2.15 -0.39
63 Br 0.52 2.50 1.32
64 C -0.41 2.70 3.01
65 C 0.31 3.16 4.09
66 C -0.42 3.38 5.25
67 C -1.78 3.10 5.26
68 C -2.37 2.63 4.11
69 N -1.69 2.43 2.97
70 H 1.37 3.37 4.02
71 H 0.08 3.76 6.14
72 H -2.37 3.26 6.15
73 H -3.43 2.40 4.08
74 C 2.25 0.31 -7.76
75 C 1.59 0.55 -6.44
76 C 0.90 1.73 -6.20
77 C 0.28 1.97 -4.98
78 C 0.39 1.00 -3.99
79 C 1.07 -0.20 -4.19
80 C 1.67 -0.41 -5.42
81 S -0.41 1.28 -2.50
82 O -1.34 2.35 -2.58
83 O 0.57 1.43 -1.33
84 O -1.02 -0.05 -2.00
85 H 1.62 0.66 -8.58
86 H 2.48 -0.74 -7.91
87 H 3.19 0.88 -7.81
88 H 0.82 2.47 -6.98
89 H -0.27 2.88 -4.80
90 H 1.11 -0.96 -3.42
91 H 2.18 -1.35 -5.61



2.
CH3O5P | wB97M-V/def2-TZVPD

As for the charge: -2. The HOMO energy comes out at 0.93 eV. The relative energy (zero: lowest compared OMol25 entry of this formula, charge and spin) comes out at 104.47 kJ/mol. For the HOMO-LUMO gap, the calculation gives 6.15 eV.

CARTESIAN COORDINATES (ANGSTROEM)
1 C 0.15 1.39 -0.01
2 O -0.53 -1.09 1.42
3 O -2.31 -0.06 -0.26
4 O -0.17 -1.07 -1.27
5 O 0.31 1.84 -1.13
6 O 0.29 1.88 1.12
7 P -0.87 -0.22 0.01
8 H 1.95 -0.63 -0.17
9 H 0.82 -0.87 -1.06
10 H 0.37 -1.17 1.34



3.
C27H51Br4F3OSi2 | wB97M-V/def2-TZVPD

The HOMO energy comes out at -9.27 eV. For the HOMO-LUMO gap, the calculation gives 9.63 eV.

CARTESIAN COORDINATES (ANGSTROEM)
1 C -3.01 6.15 3.90
2 C -3.45 4.67 3.89
3 C -4.84 4.40 3.27
4 C -4.86 3.42 2.08
5 C -4.82 4.09 0.71
6 C -3.55 4.94 0.45
7 C -3.84 6.44 0.38
8 C -2.63 7.40 0.38
9 C -1.26 6.78 0.10
10 C -1.09 6.29 -1.35
11 C -0.12 5.11 -1.53
12 C -0.62 3.97 -2.44
13 C -0.94 2.68 -1.69
14 C -1.32 1.51 -2.59
15 C -1.06 0.13 -1.95
16 C 0.31 -0.48 -2.29
17 C 0.27 -1.69 -3.25
18 C 0.72 -2.99 -2.59
19 C 2.25 -3.12 -2.45
20 C 2.76 -4.58 -2.42
21 Si 3.26 -5.09 -0.70
22 C 3.79 -6.89 -0.68
23 C 3.68 -7.66 0.65
24 C 5.01 -8.20 1.19
25 F 6.04 -8.03 0.30
26 Br 5.55 -7.29 2.83
27 C 4.98 -9.71 1.45
28 F 6.15 -10.15 1.84
29 F 4.72 -10.30 0.28
30 Br 3.64 -10.26 2.72
31 O 4.39 -3.99 -0.26
32 Si 5.93 -4.13 0.32
33 C 1.73 -5.07 0.41
34 Br 0.30 -6.02 -0.43
35 C 1.49 -4.59 1.64
36 C 0.21 -4.64 2.42
37 Br 2.88 -3.70 2.57
38 H -2.12 6.32 3.28
39 H -2.76 6.50 4.90
40 H -3.80 6.80 3.52
41 H -3.43 4.29 4.91
42 H -2.71 4.09 3.34
43 H -5.50 4.01 4.05
44 H -5.29 5.35 2.96
45 H -5.77 2.81 2.13
46 H -4.02 2.73 2.17
47 H -5.70 4.73 0.60
48 H -4.90 3.32 -0.06
49 H -2.81 4.73 1.23
50 H -3.11 4.61 -0.49
51 H -4.45 6.62 -0.52
52 H -4.49 6.70 1.22
53 H -2.80 8.19 -0.36
54 H -2.59 7.90 1.35
55 H -1.06 5.97 0.80
56 H -0.50 7.54 0.31
57 H -2.07 6.02 -1.76
58 H -0.73 7.13 -1.95
59 H 0.11 4.69 -0.54
60 H 0.83 5.48 -1.92
61 H -1.53 4.31 -2.96
62 H 0.12 3.74 -3.21
63 H -1.77 2.86 -0.99
64 H -0.07 2.41 -1.09
65 H -2.37 1.58 -2.87
66 H -0.73 1.59 -3.52
67 H -1.86 -0.56 -2.25
68 H -1.15 0.24 -0.86
69 H 0.81 -0.79 -1.36
70 H 0.94 0.30 -2.72
71 H -0.74 -1.81 -3.64
72 H 0.92 -1.49 -4.11
73 H 0.33 -3.85 -3.14
74 H 0.28 -3.03 -1.59
75 H 2.73 -2.57 -3.27
76 H 2.55 -2.60 -1.54
77 H 2.00 -5.25 -2.81
78 H 3.66 -4.67 -3.03
79 H 3.06 -7.34 -1.37
80 H 4.76 -7.03 -1.16
81 H 3.02 -8.52 0.51
82 H 3.22 -7.05 1.43
83 H 6.66 -2.90 -0.05
84 H 6.60 -5.29 -0.32
85 H 5.93 -4.29 1.78
86 H -0.39 -3.76 2.19
87 H -0.36 -5.53 2.18
88 H 0.42 -4.62 3.49



4.
C45H102N5NiO17 | wB97M-V/def2-TZVPD

As for the charge: +1. As for the spin multiplicity: 3. The HOMO energy (spin up / spin down) comes out at -9.71 / -8.33 eV. For the HOMO-LUMO gap (spin up / spin down), the calculation gives 8.14 / 5.96 eV.

CARTESIAN COORDINATES (ANGSTROEM)
1 Ni 2.42 3.50 0.11
2 C -1.55 1.03 -1.66
3 C -1.54 1.39 -0.19
4 C -2.73 0.56 0.44
5 C -2.43 -0.88 0.81
6 C -1.11 -1.14 1.51
7 C -0.12 0.07 1.67
8 N -0.24 0.79 0.37
9 O 0.87 1.77 0.31
10 C 1.29 -0.57 2.01
11 C -0.65 0.89 2.94
12 C -1.95 2.91 0.09
13 H -2.31 1.47 -2.30
14 H -1.56 -0.05 -1.85
15 H -0.60 1.38 -2.05
16 H -3.42 0.36 -0.37
17 H -3.37 1.13 1.12
18 H -2.51 -1.57 -0.03
19 H -3.31 -1.12 1.40
20 H -0.57 -2.01 1.15
21 H -1.49 -1.49 2.46
22 H 2.00 -0.70 1.18
23 H 1.16 -1.60 2.35
24 H 1.91 0.00 2.70
25 H -0.13 1.85 3.00
26 H -0.27 0.35 3.81
27 H -1.73 1.01 3.07
28 H -2.39 3.45 -0.75
29 H -0.98 3.36 0.30
30 H -2.58 3.21 0.93
31 C -4.97 -3.41 -0.99
32 O -4.07 -4.39 -1.55
33 C -3.43 -5.19 -0.61
34 C -2.03 -5.67 -1.07
35 O -2.14 -6.68 -2.15
36 C -1.10 -6.58 -3.13
37 C -1.23 -7.65 -4.27
38 O -1.22 -8.94 -3.58
39 C -1.52 -10.04 -4.36
40 H -5.50 -3.86 -0.15
41 H -5.70 -3.05 -1.72
42 H -4.49 -2.48 -0.71
43 H -4.04 -5.99 -0.20
44 H -3.15 -4.46 0.15
45 H -1.59 -6.35 -0.34
46 H -1.28 -4.93 -1.37
47 H -0.15 -6.75 -2.61
48 H -1.17 -5.61 -3.61
49 H -0.42 -7.52 -4.98
50 H -2.20 -7.43 -4.72
51 H -1.36 -11.04 -3.96
52 H -1.11 -10.06 -5.36
53 H -2.61 -10.06 -4.45
54 C -6.57 2.08 -4.46
55 O -5.48 2.99 -4.51
56 C -4.67 3.24 -3.28
57 C -3.51 4.18 -3.68
58 O -3.62 4.99 -4.83
59 C -4.80 5.79 -4.91
60 C -5.20 6.22 -6.31
61 O -5.79 7.55 -6.42
62 C -6.21 7.85 -7.79
63 H -7.43 2.48 -4.99
64 H -6.83 1.92 -3.41
65 H -6.29 1.14 -4.94
66 H -4.25 2.25 -3.10
67 H -5.29 3.83 -2.61
68 H -2.71 3.51 -4.00
69 H -2.99 4.80 -2.95
70 H -4.60 6.68 -4.30
71 H -5.69 5.28 -4.57
72 H -5.82 5.53 -6.88
73 H -4.22 6.25 -6.79
74 H -7.08 7.31 -8.17
75 H -5.23 7.66 -8.22
76 H -6.26 8.94 -7.87
77 C 2.61 -6.48 -1.79
78 O 3.68 -5.53 -1.69
79 C 3.42 -4.38 -2.50
80 C 3.39 -2.99 -1.88
81 O 4.39 -3.04 -0.87
82 C 4.48 -1.94 -0.04
83 C 4.67 -2.37 1.46
84 O 5.37 -1.35 2.13
85 C 6.42 -1.79 3.07
86 H 2.61 -7.02 -2.74
87 H 1.63 -6.11 -1.50
88 H 2.82 -7.18 -0.97
89 H 2.37 -4.38 -2.79
90 H 4.11 -4.49 -3.34
91 H 2.45 -2.91 -1.33
92 H 3.42 -2.19 -2.62
93 H 3.59 -1.32 -0.13
94 H 5.27 -1.24 -0.31
95 H 5.25 -3.29 1.45
96 H 3.69 -2.54 1.90
97 H 7.05 -0.93 3.31
98 H 7.14 -2.51 2.68
99 H 5.94 -2.22 3.95
100 C -3.81 -1.81 5.06
101 O -3.06 -2.81 5.88
102 C -1.75 -3.28 5.43
103 C -1.20 -4.24 6.49
104 O 0.22 -4.49 6.35
105 C 1.29 -3.61 6.92
106 C 2.04 -4.41 7.99
107 O 1.44 -5.04 9.11
108 C 0.68 -6.25 8.87
109 H -3.03 -1.06 4.88
110 H -4.67 -1.49 5.65
111 H -4.07 -2.39 4.17
112 H -1.05 -2.43 5.49
113 H -1.74 -3.67 4.42
114 H -1.69 -5.21 6.42
115 H -1.51 -3.86 7.46
116 H 0.85 -2.78 7.46
117 H 1.94 -3.26 6.12
118 H 2.77 -3.79 8.51
119 H 2.63 -5.13 7.43
120 H 1.28 -6.89 8.22
121 H -0.21 -5.92 8.34
122 H 0.51 -6.75 9.82
123 C 3.51 1.31 -2.15
124 O 3.12 2.16 -1.34
125 N 2.96 0.98 -3.37
126 C 3.68 0.19 -4.30
127 C 1.70 1.64 -3.83
128 H 4.34 0.67 -1.79
129 H 4.66 0.61 -4.51
130 H 3.11 0.16 -5.23
131 H 3.92 -0.83 -3.99
132 H 1.18 2.03 -2.95
133 H 1.91 2.59 -4.32
134 H 0.95 1.15 -4.46
135 C 0.71 5.08 -2.36
136 O 1.08 4.27 -1.41
137 N 1.49 5.46 -3.38
138 C 0.97 6.43 -4.27
139 C 2.93 5.20 -3.49
140 H -0.26 5.58 -2.47
141 H 1.16 6.09 -5.29
142 H 1.56 7.34 -4.16
143 H -0.07 6.69 -4.08
144 H 3.38 4.40 -2.90
145 H 3.15 5.02 -4.54
146 H 3.49 6.13 -3.50
147 C 4.23 2.13 2.42
148 O 3.82 2.78 1.41
149 N 5.05 2.67 3.24
150 C 5.73 1.84 4.34
151 C 5.46 4.03 3.09
152 H 4.02 1.06 2.58
153 H 6.78 1.78 4.06
154 H 5.44 0.79 4.43
155 H 5.73 2.25 5.34
156 H 4.81 4.44 2.32
157 H 5.31 4.62 3.99
158 H 6.45 4.04 2.62
159 C 0.87 5.79 2.04
160 O 1.41 4.67 1.66
161 N 0.65 6.04 3.31
162 C 0.02 7.32 3.88
163 C 0.67 4.96 4.30
164 H 0.58 6.61 1.37
165 H 0.60 7.64 4.75
166 H -0.96 6.95 4.17
167 H -0.14 8.11 3.14
168 H 1.17 4.03 4.00
169 H 1.18 5.40 5.15
170 H -0.33 4.80 4.70



5.
C4H5BeO3 | wB97M-V/def2-TZVPD

As for the charge: -1. The HOMO energy comes out at -2.18 eV. For the HOMO-LUMO gap, the calculation gives 5.81 eV.

CARTESIAN COORDINATES (ANGSTROEM)
1 O 0.17 0.43 1.04
2 C 1.46 0.66 0.33
3 C 1.52 -0.29 -0.86
4 O 1.39 -1.65 -0.49
5 Be 0.11 -1.24 0.69
6 H 1.42 1.70 -0.05
7 H 2.48 -0.09 -1.37
8 H 0.72 -0.06 -1.61
9 O -1.75 -1.49 1.03
10 C -2.03 -0.29 0.53
11 C -1.10 0.69 0.42
12 H -3.08 -0.08 0.25
13 H -1.30 1.70 0.08



6.
CHAgLiO2 | wB97M-V/def2-TZVPD

As for the charge: +2. As for the spin multiplicity: 2. The HOMO energy (spin up / spin down) comes out at -22.06 / -21.83 eV. The relative energy (zero: lowest compared OMol25 entry of this formula, charge and spin) comes out at 169.56 kJ/mol. For the HOMO-LUMO gap (spin up / spin down), the calculation gives 11.05 / 6.97 eV.

CARTESIAN COORDINATES (ANGSTROEM)
1 O 3.29 0.08 0.12
2 C 2.28 -0.32 -0.41
3 H 1.92 -1.44 -0.40
4 O 1.02 -0.02 0.12
5 Li 2.13 1.13 1.49
6 Ag -0.84 0.01 -0.33



7.
C8H12BrN2Se2Te2Ti | wB97M-V/def2-TZVPD

As for the charge: -1. The HOMO energy (spin up / spin down) comes out at -3.22 / -3.22 eV. The relative energy (zero: lowest compared OMol25 entry of this formula, charge and spin) comes out at 111.27 kJ/mol. For the HOMO-LUMO gap (spin up / spin down), the calculation gives 5.49 / 5.49 eV.

CARTESIAN COORDINATES (ANGSTROEM)
1 Ti 1.23 0.33 1.24
2 N -0.40 -1.22 1.21
3 C -1.67 -0.53 0.92
4 C -1.77 0.71 1.77
5 N -0.58 1.58 1.53
6 H -0.26 -1.94 0.51
7 H -0.53 -1.70 2.13
8 H -2.52 -1.18 1.12
9 H -1.68 -0.25 -0.14
10 H -1.78 0.43 2.83
11 H -2.69 1.24 1.53
12 H -0.40 2.16 2.34
13 H -0.73 2.20 0.73
14 Se -0.97 -1.77 4.34
15 Te 1.10 -0.34 3.98
16 Te 3.67 0.11 1.93
17 Se 2.82 2.23 0.76
18 Br 0.10 -0.53 -5.53
19 C 0.45 -0.31 -3.67
20 C 0.87 -1.40 -2.92
21 C 1.10 -1.22 -1.56
22 C 0.94 0.00 -0.90
23 C 0.54 1.06 -1.72
24 C 0.28 0.93 -3.08
25 H 1.03 -2.36 -3.39
26 H 1.44 -2.09 -1.00
27 H 0.45 2.06 -1.30
28 H -0.03 1.78 -3.67